# 1
Entry from OMol25: a structure of composition C5H8FO4Zn (the ωB97M-V functional and the def2-TZVPD basis).

Last column: natural (NBO) charge in e.
Cartesian coordinates (Å):
Zn (-3.313, 1.367, 0.818)  1.7223
F (-4.946, 1.063, 1.207)  -0.8026
O (0.694, 1.602, 2.230)  -0.5279
O (0.992, 1.421, 0.049)  -0.4983
O (0.196, -0.373, 1.292)  -0.5431
O (-1.691, 1.331, -0.005)  -0.7521
C (0.391, -1.487, 0.401)  -0.0615
C (0.350, 1.115, -1.165)  -0.2016
C (-1.127, 0.984, -1.047)  0.5244
C (0.667, 0.902, 1.250)  0.9818
C (1.842, -1.739, 0.062)  -0.6532
H (-0.238, -1.370, -0.490)  0.1422
H (0.739, 0.205, -1.651)  0.2509
H (-0.025, -2.331, 0.961)  0.2283
H (-1.704, 0.824, -1.973)  0.2006
H (2.428, -1.909, 0.974)  0.2484
H (1.900, -2.642, -0.560)  0.2433
H (0.546, 1.950, -1.855)  0.2892
H (2.299, -0.913, -0.498)  0.2089

Atomic forces in eV per Å
-0.41 -0.15 0.08
-0.31 0.06 0.22
0.15 -1.25 -1.36
0.38 0.40 -1.19
-0.08 0.82 0.54
0.69 -0.40 -0.26
0.26 -0.05 0.02
0.09 -0.83 0.68
0.08 1.66 -0.47
-0.94 -0.09 1.63
0.14 -0.12 -0.18
0.07 0.00 -0.02
0.02 0.20 0.01
0.11 0.23 -0.09
0.07 -0.50 0.27
-0.17 0.07 -0.23
0.06 0.20 0.16
-0.13 -0.09 0.05
-0.08 -0.17 0.16

**Charge**: +1
**Gap between HOMO and LUMO**: 8.68 eV
**E_HOMO**: -14.61 eV
**Relative energy (zero: lowest compared OMol25 entry of this formula, charge and spin)**: 0.615 eV
**2S+1**: 1
**LUMO energy**: -5.93 eV

***

# 2
Entry from OMol25: a structure of composition C39H48FeN9S2 (the ωB97M-V functional and the def2-TZVPD basis).

Last column: Löwdin spin population.
Cartesian coordinates (Å):
Fe (0.631, -0.504, -0.593)  2.0888
S (2.697, -0.100, -1.499)  0.1468
S (-0.079, -2.871, -1.882)  0.0265
N (4.778, -4.517, 0.309)  0.0000
N (3.515, -2.766, 1.511)  0.0056
N (2.780, 2.530, -4.293)  0.2805
N (3.129, 1.584, -3.445)  0.4006
N (0.870, 1.232, -2.919)  0.1622
N (1.485, -4.811, -0.800)  0.0056
N (1.511, -1.630, 0.713)  0.0045
N (2.412, -3.524, -2.409)  0.0038
N (0.007, 0.522, -2.171)  0.3604
C (-1.624, 1.259, -3.856)  0.0587
C (0.506, 1.194, 4.817)  0.0220
C (0.738, 5.386, -5.320)  -0.0036
C (0.640, 2.780, 1.167)  0.0112
C (-3.953, 0.167, 0.202)  0.0042
C (-1.282, -5.536, 1.607)  0.0000
C (1.868, 3.586, -4.188)  0.0069
C (0.816, -6.263, 2.497)  -0.0001
C (-2.217, -0.401, -2.214)  0.0674
C (1.450, -5.824, 1.348)  0.0005
C (1.275, 3.962, -2.986)  0.0528
C (2.487, -2.200, 1.011)  0.0101
C (-3.183, -2.142, 0.911)  0.0154
C (0.178, 0.389, 2.489)  0.3014
C (-0.660, -5.094, 0.447)  0.0011
C (-0.556, -6.113, 2.637)  0.0005
C (-0.008, 1.412, 1.405)  0.1638
C (0.719, -5.223, 0.323)  0.0001
C (-3.822, -0.423, 2.600)  0.0147
C (-3.152, -0.640, 1.228)  0.0290
C (-0.150, 3.548, 0.096)  -0.0009
C (2.141, 1.002, -2.688)  0.1220
C (0.404, 5.038, -2.969)  -0.0029
C (1.609, 4.312, -5.352)  0.0472
C (2.085, 2.703, 0.657)  0.0105
C (1.103, 0.318, 3.696)  0.0299
C (-1.270, 0.477, -2.744)  0.0034
C (-2.880, 1.131, -4.417)  -0.0073
C (-3.462, -0.539, -2.799)  -0.0079
C (-1.151, 1.039, 0.725)  0.0992
C (4.189, -3.680, 0.860)  0.0010
C (0.592, 3.634, 2.443)  0.0078
C (1.151, -1.116, 4.260)  0.0028
C (-3.803, 0.225, -3.906)  0.0697
C (1.331, -3.784, -1.660)  0.0107
C (-1.725, -0.155, 1.345)  0.2598
C (0.125, 5.750, -4.127)  0.0549
C (2.543, 0.751, 3.408)  0.0084
C (-0.857, -0.548, 2.347)  0.0092
H (-1.967, -0.992, -1.344)  0.0059
H (0.478, 2.251, 4.561)  0.0004
H (-0.991, -1.411, 2.977)  -0.0043
H (-0.179, 3.006, -0.853)  0.0000
H (-3.461, 0.236, -0.766)  0.0013
H (3.155, 0.562, 4.291)  0.0011
H (1.111, 1.077, 5.719)  0.0033
H (3.323, -3.882, -2.141)  0.0002
H (2.385, -2.679, -2.955)  0.0028
H (-0.903, 1.951, -4.261)  0.0044
H (-4.929, -0.297, 0.050)  -0.0001
H (2.430, -5.183, -0.772)  0.0002
H (-0.403, 3.618, 2.893)  0.0006
H (2.081, 4.018, -6.282)  0.0023
H (2.969, 0.180, 2.580)  0.0000
H (-1.173, 3.755, 0.414)  0.0000
H (-1.662, 1.621, -0.022)  0.0010
H (-1.238, -4.661, -0.349)  0.0006
H (-4.214, -2.470, 0.758)  0.0021
H (-0.556, 6.590, -4.101)  0.0032
H (-4.123, 1.182, 0.566)  0.0003
H (2.539, 3.697, 0.696)  0.0011
H (-2.356, -5.434, 1.696)  0.0000
H (-2.608, -2.391, 0.018)  0.0003
H (-2.764, -2.719, 1.737)  0.0000
H (-4.874, -0.713, 2.545)  0.0023
H (1.940, -1.172, 5.011)  0.0003
H (-3.769, 0.627, 2.892)  0.0002
H (-3.340, -1.018, 3.375)  -0.0003
H (-4.170, -1.245, -2.382)  -0.0017
H (-0.057, 5.328, -2.034)  -0.0015
H (-1.054, -6.451, 3.536)  0.0000
H (2.709, 2.019, 1.224)  0.0012
H (3.416, 2.591, -5.073)  0.0038
H (0.538, 5.938, -6.229)  -0.0015
H (2.100, 2.364, -0.376)  0.0017
H (2.624, 1.809, 3.177)  0.0001
H (1.315, 3.312, 3.187)  0.0001
H (-4.780, 0.124, -4.360)  0.0043
H (0.831, 4.668, 2.186)  0.0012
H (0.216, -1.384, 4.752)  0.0000
H (1.503, 3.429, -2.075)  0.0063
H (1.359, -1.857, 3.492)  -0.0001
H (-3.140, 1.741, -5.274)  -0.0021
H (-0.511, 0.872, 5.044)  0.0002
H (0.346, 4.505, -0.081)  -0.0001
H (1.401, -6.717, 3.286)  0.0000
H (2.525, -5.927, 1.248)  0.0000

Atomic forces in eV per Å
0.28 0.00 -0.87
-0.27 0.01 0.05
-0.16 0.30 0.03
-0.14 0.09 -0.01
0.02 0.25 0.29
0.04 0.06 -0.14
-0.01 -0.11 -0.06
-0.25 -0.44 -0.15
0.15 0.11 -0.03
0.04 0.04 -0.02
0.26 -0.01 0.07
0.04 -0.05 0.09
0.00 0.02 0.02
0.02 0.03 0.03
-0.03 0.03 0.02
-0.02 0.00 -0.03
0.03 0.13 0.13
-0.02 -0.01 0.00
-0.07 0.12 -0.06
0.01 0.00 0.00
0.44 -0.14 -0.42
0.01 0.05 0.00
0.09 0.13 0.03
-0.07 0.00 0.32
0.02 -0.02 -0.05
-0.26 -0.36 0.17
0.12 -0.02 -0.06
0.00 0.00 0.00
-0.24 0.13 -0.10
-0.01 0.00 0.13
0.01 -0.05 0.00
-0.06 0.01 -0.03
0.00 -0.04 0.07
-0.01 -0.01 0.41
-0.01 0.02 0.00
0.00 -0.08 0.03
0.03 -0.06 0.01
0.00 0.02 -0.03
0.00 0.05 0.04
0.06 0.04 -0.01
0.02 -0.11 -0.46
0.18 -0.35 0.09
-0.03 -0.40 -0.44
0.00 0.01 -0.01
-0.02 0.07 -0.03
-0.04 -0.07 0.08
-0.04 -0.15 0.32
-0.17 0.29 0.19
0.02 -0.01 -0.06
0.00 -0.01 0.00
0.34 0.18 0.22
0.08 -0.04 -0.07
-0.01 -0.09 0.06
-0.01 0.00 0.01
-0.06 -0.01 0.08
-0.36 0.17 0.68
0.00 0.00 0.00
0.00 0.01 0.01
-0.11 0.08 -0.03
0.00 0.04 -0.04
0.01 0.02 -0.01
-0.04 0.00 0.02
-0.07 -0.01 0.05
0.00 0.00 0.00
0.00 0.00 0.00
0.01 -0.01 0.00
0.00 0.01 0.01
0.08 -0.05 -0.08
-0.05 0.06 -0.08
-0.01 0.00 0.03
0.00 0.00 0.00
0.00 0.02 0.03
0.00 0.00 -0.01
0.00 0.01 -0.01
-0.01 -0.02 -0.02
0.04 0.00 -0.02
0.00 0.00 -0.01
-0.01 0.00 0.00
0.00 0.00 0.00
-0.01 -0.01 0.01
0.00 0.03 -0.01
0.00 -0.01 -0.07
0.00 0.00 -0.01
-0.01 0.02 -0.05
0.09 0.07 0.02
0.00 0.00 0.00
0.04 -0.04 0.00
0.00 -0.03 0.03
-0.01 0.04 -0.05
0.01 -0.01 -0.01
0.01 0.01 -0.01
-0.02 -0.01 -0.02
0.05 0.14 -0.12
0.06 -0.05 -0.10
0.00 0.00 0.01
0.00 0.00 0.00
0.01 -0.04 0.04
0.00 0.00 -0.01
0.01 0.01 0.01

**Charge**: 0
**Gap between HOMO and LUMO (spin up / spin down)**: 7.04 / 6.25 eV
**E_HOMO (spin up / spin down)**: -7.25 / -8.40 eV
**Relative energy (zero: lowest compared OMol25 entry of this formula, charge and spin)**: 2.087 eV
**2S+1**: 6
**LUMO energy (spin up / spin down)**: -0.20 / -2.15 eV
**Expectation value of S²**: 8.830

***

# 3
Entry from OMol25: a structure of composition CH5N2O2 (the ωB97M-V functional and the def2-TZVPD basis).

Last column: natural (NBO) charge in e.
Cartesian coordinates (Å):
O (1.095, 0.494, -0.526)  -0.4752
O (-0.046, -1.077, 0.961)  -0.6862
N (-0.059, 0.234, 0.739)  0.0267
N (1.703, -0.724, -0.770)  -0.5665
C (-1.196, 0.692, -0.005)  -0.4496
H (2.411, -0.759, 0.025)  0.2763
H (0.847, -1.291, -0.289)  0.3600
H (-1.725, -0.018, -0.531)  0.1690
H (-1.008, 1.650, -0.401)  0.1951
H (-2.023, 0.798, 0.798)  0.1503

Atomic forces in eV per Å
-0.09 0.83 -0.45
-0.71 1.10 -0.59
1.34 -0.73 0.63
-0.83 -0.45 2.07
-1.81 0.34 3.97
-0.62 -0.39 -1.08
1.79 -0.30 -0.61
-0.30 -1.79 -2.47
0.16 0.85 -0.89
1.08 0.54 -0.56

**Charge**: -1
**Gap between HOMO and LUMO**: 7.11 eV
**E_HOMO**: -2.40 eV
**Relative energy (zero: lowest compared OMol25 entry of this formula, charge and spin)**: 7.007 eV
**2S+1**: 1
**LUMO energy**: 4.71 eV

***

# 4
Entry from OMol25: a structure of composition C6H26B2InO6 (the ωB97M-V functional and the def2-TZVPD basis).

Last column: Löwdin spin population.
Cartesian coordinates (Å):
In (17.146, 16.590, 19.771)  0.4401
O (14.866, 17.374, 21.481)  0.0253
O (15.085, 14.565, 20.555)  0.0629
O (19.623, 15.193, 18.873)  0.1516
O (14.483, 17.183, 18.688)  0.0798
O (16.533, 13.886, 18.395)  0.0434
O (22.615, 15.860, 18.199)  0.0211
C (14.464, 13.894, 19.505)  0.0105
C (13.551, 17.378, 20.911)  0.0041
C (20.537, 14.786, 17.798)  0.0123
C (13.520, 17.923, 19.492)  0.0065
C (21.445, 15.868, 17.408)  0.0093
C (15.477, 13.030, 18.642)  0.0094
B (17.591, 19.407, 21.498)  -0.3740
B (20.061, 17.312, 20.986)  0.4572
H (14.051, 16.786, 17.929)  0.0011
H (13.732, 13.235, 19.973)  0.0030
H (22.393, 15.926, 19.131)  0.0029
H (13.118, 16.379, 20.854)  -0.0002
H (12.508, 17.790, 19.109)  0.0020
H (13.920, 14.594, 18.873)  0.0005
H (17.399, 20.014, 22.369)  -0.0901
H (20.959, 13.866, 18.203)  0.0019
H (16.669, 19.106, 21.023)  -0.1149
H (17.212, 13.406, 17.915)  0.0012
H (14.766, 14.136, 21.353)  0.0010
H (19.343, 16.525, 21.158)  0.0583
H (19.973, 14.545, 16.897)  0.0046
H (21.819, 15.656, 16.407)  0.0005
H (12.788, 17.904, 21.485)  0.0008
H (20.901, 16.811, 17.477)  0.0017
H (19.932, 14.635, 19.590)  -0.0010
H (20.594, 16.952, 20.120)  0.2357
H (14.755, 17.815, 22.326)  0.0009
H (18.135, 18.525, 21.798)  -0.0490
H (14.946, 12.732, 17.738)  0.0019
H (19.622, 18.167, 20.497)  0.0573
H (20.831, 17.442, 21.731)  0.0725
H (13.810, 18.970, 19.579)  0.0004
H (15.788, 12.129, 19.171)  0.0005
H (18.105, 19.941, 20.714)  -0.1530

Atomic forces in eV per Å
-1.13 -0.79 0.40
-0.52 0.09 -0.41
0.79 0.96 0.39
0.02 0.46 0.13
0.42 0.51 0.53
1.34 1.09 -0.40
0.10 0.29 0.07
-0.17 -1.81 -1.02
-1.10 -0.84 -0.91
-1.64 -1.06 -0.29
0.78 -0.26 0.89
1.72 -0.08 0.40
-2.22 0.41 1.29
0.50 -0.53 1.15
-2.62 1.02 4.28
0.00 -0.03 -0.17
-0.17 -0.27 -0.49
0.14 0.15 0.20
0.59 -0.45 0.22
0.13 0.20 -0.15
0.25 0.08 -0.09
1.07 2.78 3.49
0.69 0.12 -0.60
-3.08 -2.19 -3.76
0.29 0.11 -0.12
0.46 0.23 0.47
-3.00 -3.30 1.02
-0.53 -0.18 0.22
-0.26 0.36 -0.13
0.49 0.52 0.34
0.00 0.28 -0.33
-0.47 0.03 0.60
3.04 -0.97 -4.99
0.52 0.09 0.33
0.97 -4.28 2.47
0.05 0.03 -0.17
-1.29 3.35 -3.13
2.99 -0.10 2.41
0.02 0.07 -0.73
0.05 0.06 0.20
0.80 3.87 -3.58

**Charge**: +2
**Gap between HOMO and LUMO (spin up / spin down)**: 4.89 / 3.67 eV
**E_HOMO (spin up / spin down)**: -16.17 / -16.03 eV
**2S+1**: 2
**LUMO energy (spin up / spin down)**: -11.28 / -12.36 eV
**Expectation value of S²**: 1.670

***

# 5
Entry from OMol25: a cluster of 2 separate species, H4S3 in total (the ωB97M-V functional and the def2-TZVPD basis).

Last column: natural (NBO) charge in e.
Cartesian coordinates (Å):
S (0.613, 1.658, -0.017)  -0.1267
S (-1.768, -1.987, -1.240)  -0.3296
S (1.203, 0.464, 1.487)  -0.1365
H (1.797, 1.946, -0.674)  0.1289
H (1.478, -0.813, 0.922)  0.1360
H (-1.283, -0.829, -1.825)  0.1661
H (-2.762, -2.453, -2.090)  0.1618

Atomic forces in eV per Å
0.32 0.23 -1.23
-0.09 0.06 -0.18
0.82 -1.59 0.34
-0.63 -0.20 0.63
-0.54 1.53 0.23
-0.88 -1.01 -0.07
0.99 0.98 0.27

**Charge**: 0
**Gap between HOMO and LUMO**: 9.81 eV
**Structure (SMILES)**: SS.S
**E_HOMO**: -9.44 eV
**Relative energy (zero: lowest compared OMol25 entry of this formula, charge and spin)**: 0.374 eV
**2S+1**: 1
**LUMO energy**: 0.37 eV